# 1
Molecular formula: C17H27F9IN2O4PS
Method: DFT, ωB97M-V/def2-TZVPD

Computed properties:
HOMO-LUMO gap	8.6	eV
multiplicity	1
lowest unoccupied orbital energy	-0.48	eV
total energy	-3010.4360	a.u.
SMILES string	CC[C@@H](C)[C@@]1(P(O)(O)=S)[C@@H](C[C@H](C)F)NC(=O)[C@]1(I)CN.FC(F)C(F)(F)COC(F)(F)C(F)F
F_max	0.071	hartree/bohr

Last columns: bonded neighbours and bond lengths (Å).
Cartesian coordinates (Å):
1 C 3.51916 3.19965 2.09092  C2 1.622, H22 1.144, H23 1.139, H24 1.133
2 C 2.29245 3.50990 1.07564  C1 1.622, C3 1.624, H25 1.146, H26 1.133
3 C 1.19521 2.31554 1.15490  C2 1.624, C4 1.597, C5 1.594, H27 1.150
4 C 0.33516 2.62012 2.46620  C3 1.597, H28 1.135, H29 1.147, H30 1.149
5 C 0.37940 2.09972 -0.19722  C3 1.594, P6 1.929, C10 1.597, C18 1.624
6 P 1.42169 0.70917 -1.03461  C5 1.929, O7 1.730, O8 1.717, S9 1.932
7 O 1.16944 -0.81188 -0.24951  P6 1.730, H31 0.987
8 O 0.97130 0.46913 -2.67350  P6 1.717, H32 0.989
9 S 3.32868 1.01705 -1.02378  P6 1.932
10 C -1.05943 1.40707 -0.23316  C5 1.597, C11 1.587, N15 1.497, H33 1.148
11 C -2.27195 1.87408 0.67760  C10 1.587, C12 1.614, H34 1.133, H35 1.151
12 C -3.65342 1.11464 0.32921  C11 1.614, C13 1.621, F14 1.435, H36 1.132
13 C -4.67468 1.38476 1.55857  C12 1.621, H37 1.149, H38 1.140, H39 1.133
14 F -3.50203 -0.31074 0.25490  C12 1.435
15 N -1.56456 1.69747 -1.61229  C10 1.497, C16 1.451, H40 1.021
16 C -1.26501 3.06279 -1.99987  N15 1.451, O17 1.234, C18 1.632
17 O -1.90194 3.78788 -2.76958  C16 1.234
18 C 0.06310 3.40224 -1.11494  C5 1.624, C16 1.632, I19 2.218, C20 1.614
19 I -0.66247 5.20934 -0.05290  C18 2.218
20 C 1.12235 3.81977 -2.25875  C18 1.614, N21 1.479, H41 1.141, H42 1.149
21 N 1.71745 5.16792 -2.13706  C20 1.479, H43 1.021, H44 1.022
22 H 3.13453 3.23712 3.16725  C1 1.144
23 H 4.25505 4.05751 1.94926  C1 1.139
24 H 3.93840 2.19016 1.79419  C1 1.133
25 H 2.71100 3.59756 0.01247  C2 1.146
26 H 1.86941 4.51069 1.39822  C2 1.133
27 H 1.76776 1.34146 1.36966  C3 1.150
28 H 0.05627 1.65735 2.99971  C4 1.135
29 H -0.59110 3.26759 2.26862  C4 1.147
30 H 0.95531 3.23214 3.21458  C4 1.149
31 H 0.70662 -0.61283 0.59911  O7 0.987
32 H 0.85784 -0.50845 -2.77517  O8 0.989
33 H -1.15115 0.26296 -0.20098  C10 1.148
34 H -2.52483 2.97805 0.65446  C11 1.133
35 H -2.05673 1.57952 1.76885  C11 1.151
36 H -4.14135 1.50434 -0.61519  C12 1.132
37 H -4.82425 0.39063 2.11534  C13 1.149
38 H -5.70892 1.66967 1.17228  C13 1.140
39 H -4.24537 2.11806 2.30736  C13 1.133
40 H -1.51047 0.95656 -2.31282  N15 1.021
41 H 1.99532 3.09447 -2.37975  C20 1.141
42 H 0.58677 3.80672 -3.27465  C20 1.149
43 H 1.09351 5.91550 -2.44376  N21 1.021
44 H 2.14282 5.34470 -1.22512  N21 1.022
45 F -1.62014 -5.77753 0.44729  C46 1.345
46 C -1.67551 -4.72243 -0.38554  F45 1.345, F47 1.357, C48 1.529, H59 1.094
47 F -2.82255 -4.86004 -1.09756  C46 1.357
48 C -0.47344 -4.65853 -1.32804  C46 1.529, F49 1.354, F50 1.367, C51 1.544
49 F -0.43544 -5.74456 -2.13524  C48 1.354
50 F -0.65347 -3.58328 -2.15274  C48 1.367
51 C 0.90786 -4.47970 -0.66112  C48 1.544, O52 1.433, H60 1.093, H61 1.092
52 O 1.69563 -5.66410 -0.48486  C51 1.433, C53 1.410
53 C 1.48276 -6.42442 0.68348  O52 1.410, F54 1.345, F55 1.352, C56 1.531
54 F 0.65567 -5.76662 1.51546  C53 1.345
55 F 2.67774 -6.47952 1.31326  C53 1.352
56 C 1.00808 -7.84621 0.37229  C53 1.531, F57 1.350, F58 1.355, H62 1.092
57 F -0.16798 -7.84025 -0.29036  C56 1.350
58 F 0.81042 -8.54537 1.51544  C56 1.355
59 H -1.76124 -3.80957 0.21076  C46 1.094
60 H 1.49908 -3.87188 -1.35109  C51 1.093
61 H 0.85648 -3.88439 0.25340  C51 1.092
62 H 1.73971 -8.37869 -0.23952  C56 1.092

For each atom in turn, the Löwdin charge in e is: C -0.105; C -0.268; C -0.352; C -0.094; C -0.354; P 0.406; O -0.260; O -0.245; S 0.362; C -0.284; C -0.123; C -0.304; C -0.054; F -0.079; N 0.059; C -0.468; O 0.041; C -0.535; I 1.020; C -0.277; N -0.057; H 0.072; H 0.082; H 0.059; H 0.072; H 0.066; H 0.101; H 0.084; H 0.040; H 0.084; H 0.066; H 0.078; H 0.144; H 0.085; H 0.114; H 0.142; H 0.090; H 0.082; H 0.075; H 0.140; H 0.079; H 0.135; H 0.051; H 0.036; F 0.096; C -0.303; F 0.094; C -0.433; F 0.131; F 0.095; C -0.046; O 0.036; C -0.511; F 0.139; F 0.145; C -0.279; F 0.098; F 0.098; H 0.172; H 0.146; H 0.137; H 0.176

# 2
Molecular formula: C4H8O2
Method: DFT, ωB97M-V/def2-TZVPD

Computed properties:
HOMO-LUMO gap	10.5	eV
energy relative to the best compared isomer or geometry (same formula, charge and spin)	65.36	kcal per mole
multiplicity	1
lowest unoccupied orbital energy	0.84	eV
total energy	-307.6083	a.u.
SMILES string	O[C@H]1C=CC1.O
F_max	0.019	hartree/bohr

Last columns: bonded neighbours and bond lengths (Å).
Cartesian coordinates (Å):
1 O -1.90249 0.74102 0.83601  C2 1.402, H6 0.966
2 C -0.51793 0.61821 1.02053  O1 1.402, C3 1.523, C5 1.567, H7 1.091
3 C 0.21936 -0.70929 0.89766  C2 1.523, C4 1.338, H8 1.087
4 C 1.11758 -0.20452 0.04342  C3 1.338, C5 1.505, H9 1.087
5 C 0.46699 1.14767 -0.07791  C2 1.567, C4 1.505, H10 1.097, H11 1.093
6 H -2.16399 0.26979 0.03439  O1 0.966
7 H -0.30688 1.06225 1.99446  C2 1.091
8 H 0.13052 -1.66185 1.41328  C3 1.087
9 H 2.04057 -0.57969 -0.39173  C4 1.087
10 H -0.01314 1.38830 -1.03425  C5 1.097
11 H 1.12871 1.96487 0.21955  C5 1.093
12 O -0.24494 -1.06628 -1.88175  H13 0.969, H14 0.964
13 H -0.35844 -1.23935 -0.93548  O12 0.969
14 H 0.40409 -1.73113 -2.13818  O12 0.964

For each atom in turn, the Löwdin charge in e is: O -0.014; C -0.364; C -0.066; C -0.108; C -0.103; H 0.092; H 0.142; H 0.109; H 0.112; H 0.114; H 0.106; O -0.067; H -0.005; H 0.050